Version a
Computed, not measured: a 14-piece molecular cluster, C3H32O15 overall, with ωB97M-V/def2-TZVPD.

## Properties
**E_HOMO**: -10.0629 eV

Atoms and positions in Å:
O -0.520 0.054 2.181
C -0.648 0.829 1.261
C 0.514 1.433 0.531
C 1.749 0.547 0.604
O 2.766 1.094 -0.205
H -1.505 1.278 0.766
H 0.048 1.564 -0.485
H 0.735 2.447 0.823
H 2.072 0.611 1.660
H 1.428 -0.470 0.467
H 3.466 1.473 0.315
H 1.538 -0.235 4.191
H 1.292 0.841 3.327
O 2.070 0.504 3.839
H -3.916 -1.754 -2.638
H -4.496 -2.173 -1.240
O -3.912 -1.569 -1.698
H -0.911 2.368 3.415
H -0.117 3.767 3.269
O -0.309 2.901 2.917
H -0.240 2.818 -2.284
H 0.303 3.632 -1.051
O 0.248 3.571 -1.999
H 1.424 0.180 -3.158
H 1.708 0.673 -1.790
O 1.167 0.002 -2.256
H -3.379 0.391 -1.666
H -3.905 0.769 -3.008
O -3.135 0.893 -2.461
H 0.459 -2.601 -3.609
H -0.050 -2.815 -2.200
O 0.199 -3.271 -2.992
H 0.322 1.609 -4.883
H -0.880 2.515 -4.230
O -0.247 1.796 -4.153
H 2.496 3.826 -1.675
H 2.684 2.601 -0.680
O 2.498 3.599 -0.756
H 3.098 -3.475 1.687
H 3.562 -2.267 2.669
O 2.866 -2.653 2.147
H -0.343 -2.992 2.973
H 0.208 -4.112 2.006
O -0.315 -3.938 2.782
H -3.140 -1.932 1.835
H -2.994 -2.386 3.278
O -3.318 -1.649 2.760
H -1.152 -2.837 -0.655
H -0.670 -3.731 0.504
O -0.823 -3.727 -0.437

Atom charges from the natural (NBO) analysis, given in e for atoms 1 to 2: -0.580 0.480

=====

Version b
Computed, not measured: a 14-piece molecular cluster, C3H32O15 overall, with ωB97M-V/def2-TZVPD.

## Properties
**E_HOMO**: -10.5324 eV

Atoms and positions in Å:
O -0.204 1.531 2.514
C -0.599 1.019 1.551
O 0.390 0.380 0.657
C -1.939 0.561 1.071
C -2.648 1.649 0.359
H 1.344 0.556 0.815
H -2.529 0.137 1.810
H -1.719 -0.511 0.456
H -2.116 1.944 -0.540
H -2.730 2.505 0.895
H -3.547 1.191 -0.048
H -2.232 -2.026 2.459
H -1.814 -3.340 2.591
O -1.519 -2.478 2.834
H 1.043 4.331 -0.717
H 1.344 3.482 -1.931
O 1.780 4.123 -1.225
H 3.617 2.269 0.341
H 3.173 3.042 1.570
O 3.521 2.215 1.260
H 3.598 -0.390 0.123
H 3.386 0.599 1.244
O 2.918 -0.116 0.803
H -0.176 -0.521 -3.198
H -1.064 0.556 -4.061
O -0.908 0.167 -3.173
H -0.303 1.482 -2.253
H 0.187 1.763 -0.928
O 0.005 2.261 -1.722
H -2.887 -2.366 -0.695
H -1.486 -2.666 0.049
O -2.370 -2.530 0.068
H 0.689 -2.017 -2.166
H 1.547 -2.337 -3.377
O 0.764 -1.826 -3.142
H 1.790 -2.338 1.800
H 0.379 -3.041 2.135
O 1.187 -3.037 1.512
H 2.137 0.897 -1.043
H 2.508 2.349 -1.636
O 2.794 1.576 -1.101
H -3.654 -0.935 -2.543
H -2.075 -0.817 -2.338
O -2.937 -1.082 -1.958
H 0.101 0.229 3.838
H -0.177 -1.193 3.529
O 0.032 -0.536 4.281
H 0.777 -2.903 -0.186
H 0.309 -1.577 0.069
O 0.317 -2.230 -0.651

Atom charges from the natural (NBO) analysis, given in e for atoms 1 to 2: -0.558 0.837

=====

Here is how they stack up, most stable first: version b, version a.

=====

Version a
Computed, not measured: the molecule C5H11NO, with ωB97M-V/def2-TZVPD.

## Properties
**SMILES**: NCCCCC=O
**E_HOMO**: -8.5887 eV

Atoms and positions in Å:
N 0.681 -1.207 1.290
C 1.885 -0.650 0.626
C 1.620 0.788 0.586
C 0.213 1.066 -0.013
C -0.446 0.451 -1.267
C -1.859 -0.089 -1.212
O -2.444 -0.355 -0.133
H 0.687 -1.576 2.188
H -0.173 -1.444 0.685
H 2.038 -0.977 -0.459
H 2.789 -0.738 1.359
H 2.250 1.400 -0.115
H 1.630 1.205 1.589
H 0.311 2.063 -0.279
H -0.565 1.034 0.771
H -0.407 1.313 -1.887
H 0.154 -0.270 -1.867
H -2.405 -0.116 -2.269

Atom charges from the natural (NBO) analysis, given in e for atoms 1 to 2: -0.907 -0.225

=====

Version b
Computed, not measured: the molecule C5H11NO, with ωB97M-V/def2-TZVPD.

## Properties
**SMILES**: CCN(C)C(C)=O
**E_HOMO**: -8.9997 eV

Atoms and positions in Å:
C 1.804 -0.481 -0.280
C 0.823 0.020 0.882
N -0.356 0.720 0.481
C -0.203 1.890 -0.352
C -1.524 -0.068 0.178
C -1.425 -1.473 -0.137
O -2.630 0.519 0.240
H 2.564 -0.813 0.363
H 1.963 0.505 -1.009
H 1.446 -1.350 -1.131
H 1.407 0.496 1.559
H 0.813 -0.891 1.631
H 0.028 1.584 -1.312
H 0.463 2.643 0.231
H -0.987 2.191 -0.316
H -0.813 -2.052 0.235
H -2.347 -1.973 -0.106
H -1.028 -1.469 -1.159

Atom charges from the natural (NBO) analysis, given in e for atoms 1 to 2: -0.637 -0.225

=====

Here is how they stack up, most stable first: version a, version b.

=====

Version a
Computed, not measured: a 2-piece molecular cluster, C5H11NO overall, with ωB97M-V/def2-TZVPD.

## Properties
**SMILES**: C=C/C(C)=C/N.O
**E_HOMO**: -6.9616 eV

Atoms and positions in Å:
C 1.017 2.064 1.944
C 0.896 1.967 0.594
C 0.113 0.994 -0.251
C 0.013 1.188 -1.736
C -0.239 -0.065 0.589
N 0.049 -1.525 0.437
H 0.212 1.523 2.527
H 1.838 2.573 2.485
H 1.400 2.781 0.074
H 0.594 0.491 -2.434
H 0.427 2.217 -1.987
H -1.042 1.194 -1.974
H -0.720 0.183 1.541
H 0.409 -1.536 -0.498
H -0.796 -2.124 0.595
O -1.167 -3.945 -0.288
H -0.944 -4.240 -1.192
H -2.061 -3.741 -0.424

Atom charges from the natural (NBO) analysis, given in e for atoms 1 to 2: -0.454 -0.192

=====

Version b
Computed, not measured: a 2-piece molecular cluster, C5H11NO overall, with ωB97M-V/def2-TZVPD.

## Properties
**E_HOMO**: -9.1036 eV

Atoms and positions in Å:
C 1.746 -1.042 0.651
C 0.359 -1.341 0.089
C -0.671 -1.528 1.103
N -0.439 1.107 0.590
C -0.599 1.002 -0.677
O -0.464 -0.193 -1.223
C -0.847 2.216 -1.577
H 2.433 -1.911 0.718
H 2.176 -0.340 -0.051
H 1.707 -0.575 1.643
H 0.324 -2.075 -0.698
H -0.283 -2.553 1.302
H -1.666 -1.536 0.656
H -0.602 -0.907 1.999
H -0.467 2.070 0.887
H -0.135 2.234 -2.407
H -0.719 3.142 -0.999
H -1.853 2.230 -2.007

Atom charges from the natural (NBO) analysis, given in e for atoms 1 to 2: -0.686 0.237

=====

Version c
Computed, not measured: a 2-piece molecular cluster, C5H11NO overall, with ωB97M-V/def2-TZVPD.

## Properties
**SMILES**: C/N=C/O.C=CC
**E_HOMO**: -9.6012 eV

Atoms and positions in Å:
C 2.580 -0.621 0.086
N 1.347 0.102 -0.091
C 1.421 1.355 0.031
O 0.360 2.163 0.000
H 2.463 -1.302 0.936
H 2.776 -1.209 -0.814
H 3.446 0.032 0.289
H 2.365 1.882 0.211
H -0.425 1.600 0.171
C -2.398 0.756 -0.155
C -1.620 -0.209 -0.640
C -1.349 -1.484 0.076
H -2.745 1.553 -0.803
H -2.761 0.710 0.871
H -1.195 -0.112 -1.639
H -1.707 -1.434 1.110
H -1.917 -2.270 -0.434
H -0.284 -1.716 0.044

Atom charges from the natural (NBO) analysis, given in e for atoms 1 to 2: -0.424 -0.521

=====

Version d
Computed, not measured: a 2-piece molecular cluster, C5H11NO overall, with ωB97M-V/def2-TZVPD.

## Properties
**SMILES**: C/C=C/C=C/N.O
**E_HOMO**: -7.3197 eV

Atoms and positions in Å:
C 1.666 -1.924 0.760
C 1.263 -0.399 0.859
C -0.031 -0.151 1.040
C -0.839 0.923 0.410
C -2.204 0.742 0.171
N -3.016 1.678 -0.438
H 2.758 -2.036 0.586
H 1.347 -2.371 -0.170
H 1.260 -2.505 1.632
H 1.903 0.358 0.491
H -0.622 -0.858 1.681
H -0.409 1.502 -0.463
H -2.729 -0.007 0.885
H -3.950 1.394 -0.568
H -2.522 2.228 -1.162
O 1.975 0.762 -2.077
H 2.824 0.566 -1.574
H 1.327 0.099 -2.063

Atom charges from the natural (NBO) analysis, given in e for atoms 1 to 2: -0.642 -0.228

=====

Here is how they stack up, most stable first: version c, version b, version d, version a.

=====

Version a
Computed, not measured: a 2-piece molecular cluster, C5H11NO overall, with ωB97M-V/def2-TZVPD.

## Properties
**SMILES**: CC(C)=O.C=NC
**E_HOMO**: -9.3572 eV

Atoms and positions in Å:
C -0.213 -1.550 -1.329
C -1.246 -1.054 -0.362
C -1.136 -1.488 1.091
O -2.154 -0.329 -0.716
H -0.461 -1.269 -2.358
H -0.159 -2.639 -1.251
H 0.771 -1.151 -1.066
H -2.113 -1.370 1.566
H -0.406 -0.849 1.605
H -0.792 -2.524 1.151
C -0.059 1.962 -0.550
N 0.474 1.200 0.307
C 1.779 1.565 0.832
H -1.024 1.688 -0.985
H 0.415 2.884 -0.913
H 1.660 1.799 1.898
H 2.443 0.696 0.762
H 2.221 2.429 0.318

Atom charges from the natural (NBO) analysis, given in e for atoms 1 to 2: -0.724 0.623

=====

Version b
Computed, not measured: the molecule C5H11NO, with ωB97M-V/def2-TZVPD.

## Properties
**E_HOMO (spin up / spin down)**: -7.7505 / -7.7518 eV

Atoms and positions in Å:
C -1.899 -0.963 -0.566
C -1.569 0.109 0.463
N -0.137 0.330 0.631
C 0.580 0.605 1.760
C 0.704 0.871 -0.277
C 2.003 0.228 -0.683
O 1.806 -0.803 -1.647
H -2.976 -0.977 -0.762
H -1.605 -1.957 -0.212
H -1.383 -0.767 -1.512
H -2.018 1.067 0.159
H -1.968 -0.138 1.451
H 0.829 1.629 2.007
H 0.758 -0.177 2.501
H 0.282 1.597 -0.986
H 2.626 0.977 -1.183
H 2.560 -0.145 0.184
H 1.338 -1.510 -1.183

Atom charges from the natural (NBO) analysis, given in e for atoms 1 to 2: -0.622 -0.214

=====

Here is how they stack up, most stable first: version a, version b.

=====

Version a
Computed, not measured: the molecule C2HN3O3, with ωB97M-V/def2-TZVPD.

## Properties
**SMILES**: O=[N+]([O-])c1ncon1
**E_HOMO**: -11.8509 eV

Atoms and positions in Å:
O -2.215 1.000 0.079
N -1.763 -0.142 -0.017
O -2.329 -1.188 -0.008
C -0.330 -0.145 -0.038
N 0.414 0.978 -0.048
C 1.616 0.516 0.018
O 1.683 -0.836 0.066
N 0.359 -1.260 0.006
H 2.565 1.077 -0.058

Atom charges from the natural (NBO) analysis, given in e for atoms 1 to 2: -0.341 0.504

=====

Version b
Computed, not measured: a 2-piece molecular cluster, C2HN3O3 overall, with ωB97M-V/def2-TZVPD.

## Properties
**E_HOMO**: -11.1537 eV

Atoms and positions in Å:
C -0.130 -0.333 -0.397
C -1.015 -0.834 0.632
N -0.315 -1.117 -1.419
N -1.599 -1.878 0.205
N -1.099 -0.300 2.579
O -0.030 -0.034 2.950
O -2.208 -0.309 3.022
O -1.177 -2.078 -1.046
H 0.496 0.536 -0.260

Atom charges from the natural (NBO) analysis, given in e for atoms 1 to 2: -0.125 0.120

=====

Here is how they stack up, most stable first: version a, version b.

=====

Version a
Computed, not measured: a 2-piece molecular cluster, C3H4N2O3 overall, with ωB97M-V/def2-TZVPD.

## Properties
**E_HOMO**: -7.1018 eV

Atoms and positions in Å:
C 0.498 0.849 -0.071
C -1.111 -0.492 -0.312
C 0.022 -1.230 0.024
H 2.136 2.158 0.856
H 0.939 2.872 0.261
H -3.132 -0.250 -0.217
H 1.083 -2.884 0.063
N 1.351 1.965 0.195
N -0.785 0.902 -0.403
O -2.212 -1.110 -0.862
O 0.070 -2.366 0.409
O 1.142 -0.413 0.059

Atom charges from the natural (NBO) analysis, given in e for atoms 1 to 2: 0.659 0.231

=====

Version b
Computed, not measured: the molecule C3H4N2O3, with ωB97M-V/def2-TZVPD.

## Properties
**SMILES**: O=[N+]([O-])[C@H]1CN=CO1
**E_HOMO**: -10.6596 eV

Atoms and positions in Å:
O -0.620 1.718 2.091
N -0.308 1.394 0.972
O -0.211 2.124 0.018
C -0.026 -0.050 0.749
C -0.844 -0.600 -0.647
N 0.242 -0.956 -1.479
C 1.328 -0.712 -0.905
O 1.302 -0.222 0.362
H -0.266 -0.597 1.662
H -1.485 -1.448 -0.418
H -1.417 0.221 -1.078
H 2.303 -0.871 -1.327

Atom charges from the natural (NBO) analysis, given in e for atoms 1 to 2: -0.358 0.510

=====

Here is how they stack up, most stable first: version b, version a.